Record 1
Computed, not measured: a molecular structure, C9H21I2O2P2Yb at a distorted geometry, with ωB97M-V with the def2-TZVPD basis set.

LUMO level (spin up / spin down) ... -10.27 / -9.60 eV
Total charge ... +2
Spin multiplicity ... 2

Last column: Löwdin spin population.
Element x y z (Å)
I (-3.106, -0.206, -0.496)  -0.06
I (2.602, -0.384, 0.056)  0.08
Yb (-0.260, -0.212, -0.773)  0.96
P (-0.242, -2.741, -0.577)  -0.04
C (-0.444, -3.493, 1.009)  0.00
C (-1.549, -3.267, -1.667)  -0.01
H (-1.324, -4.314, -1.882)  0.00
H (1.116, -4.318, -1.573)  0.00
H (-1.553, -2.670, -2.594)  0.00
H (1.510, -2.681, -2.220)  0.00
H (-1.402, -3.192, 1.459)  0.00
H (-2.526, -3.149, -1.182)  0.00
C (1.283, -3.271, -1.316)  0.00
H (-0.423, -4.572, 0.827)  0.00
H (2.116, -3.152, -0.608)  0.00
H (0.374, -3.196, 1.683)  0.00
P (-0.305, 2.371, -0.620)  -0.15
C (-0.530, 3.121, 0.991)  0.00
C (1.239, 2.874, -1.358)  -0.02
H (-1.575, 2.229, -2.603)  0.00
H (-1.351, 3.884, -1.904)  -0.01
H (-2.552, 2.722, -1.187)  0.00
C (-1.593, 2.842, -1.695)  -0.04
H (1.481, 2.284, -2.242)  0.00
H (1.077, 3.920, -1.583)  -0.01
H (-0.475, 4.180, 0.800)  0.00
H (0.284, 2.908, 1.720)  0.00
H (2.086, 2.781, -0.662)  0.00
H (-1.457, 2.779, 1.444)  0.00
C (-0.626, -0.266, 1.642)  0.00
O (-0.743, -0.249, 2.801)  0.01
C (1.380, 0.857, 2.754)  0.01
C (1.053, 1.090, 1.329)  -0.06
O (1.883, 2.061, 0.968)  0.34
H (1.486, -0.199, 2.949)  0.00
H (0.705, 1.360, 3.441)  0.00
H (2.359, 1.270, 2.870)  0.00


Record 2
Computed, not measured: C4H4N2O in the gas phase at a distorted geometry, with ωB97M-V with the def2-TZVPD basis set.

LUMO level ... 0.15 eV
Total charge ... 0
SMILES string ... O=Cc1cnc[nH]1

Last column: Löwdin charge in e.
Element x y z (Å)
O (-1.804, -1.591, 0.134)  0.02
C (-1.694, -0.380, 0.049)  -0.21
C (-0.456, 0.224, -0.474)  -0.21
C (0.227, 1.387, -0.116)  -0.09
N (1.528, 1.122, 0.178)  0.06
C (1.655, -0.187, 0.020)  -0.18
N (0.543, -0.731, -0.477)  0.09
H (-2.428, 0.282, 0.544)  0.13
H (-0.146, 2.395, 0.028)  0.11
H (2.249, -0.813, 0.677)  0.13
H (0.324, -1.709, -0.564)  0.15


Record 3
Computed, not measured: C4H3NO3 in the gas phase at a distorted geometry, with ωB97M-V with the def2-TZVPD basis set.

LUMO level ... -0.44 eV
Total charge ... 0
SMILES string ... O=C1C=NO/C1=C/O

Last column: Löwdin charge in e.
Element x y z (Å)
O (-0.206, -1.631, -0.627)  0.02
C (0.446, -0.620, -0.346)  -0.29
C (1.808, -0.039, -0.854)  -0.02
N (1.888, 1.189, -0.568)  0.12
O (0.731, 1.525, 0.242)  -0.02
C (-0.114, 0.518, 0.313)  -0.23
C (-1.450, 0.392, 0.776)  -0.13
O (-2.104, -0.617, 0.753)  0.17
H (2.564, -0.551, -1.369)  0.10
H (-1.960, 1.224, 1.276)  0.15
H (-1.602, -1.390, 0.405)  0.13


Computed relative energy (zero: lowest compared OMol25 entry of this formula, charge and spin), in the same sequence as the records: 394.6, 120.4, 367.9 kJ/mol.